1.
Below is C4H7N3 in the gas phase in a non-equilibrium geometry, with properties calculated with ωB97M-V/def2-TZVPD.

Last column: Mulliken charge in e.
Atoms and positions in Å:
C 1.2440 -0.8810 -0.9233  -0.922
C -0.6279 -0.6607 0.8388  -0.416
C -1.6425 0.4777 1.0101  -0.119
C 0.3588 1.2522 -0.4846  0.033
H 2.0080 -1.5400 -0.2820  0.253
H 0.7035 -1.5583 -1.7069  0.296
H 1.8794 -0.3074 -1.7912  0.289
H -1.0397 -1.4914 0.3100  0.290
H -0.1009 -1.0156 1.7671  0.286
H -2.6052 0.4417 1.6370  0.342
H 1.2618 1.5426 -0.9579  0.383
N 0.4185 -0.1021 -0.1381  0.075
N -1.4807 1.6535 0.7833  -0.295
N -0.3772 2.1888 -0.0624  -0.495

Computed properties:
ΔE to the lowest compared entry with this formula, charge and spin: 76.9 kcal per mole
SMILES string: CN1C=NN=CC1
HOMO: -8.82 eV
HOMO-LUMO gap: 9.48 eV

2.
Below is C3H3N3O2 in the gas phase in a non-equilibrium geometry, with properties calculated with ωB97M-V/def2-TZVPD.

Last column: Mulliken charge in e.
Atoms and positions in Å:
C -1.7767 -0.1429 -0.0200  -0.331
C 0.1201 0.7039 0.1936  0.764
C 2.0611 0.1650 -0.2009  -0.137
H -1.5703 -0.2230 1.0646  0.426
H -2.8336 -0.1636 -0.5624  0.270
H 2.9952 0.2054 -0.2548  0.569
N 1.2411 1.1633 -0.1364  -0.554
N 1.5869 -1.1298 -0.0872  -0.382
N 0.1763 -0.6363 0.5600  -0.074
O -1.0981 1.1529 -0.1341  -0.290
O -0.9021 -1.0949 -0.4224  -0.261

Computed properties:
ΔE to the lowest compared entry with this formula, charge and spin: 170.2 kcal per mole
SMILES string: c1nc2n(n1)OCO2
HOMO: -10.08 eV
HOMO-LUMO gap: 9.85 eV

3.
Below is C3HCl2NO in the gas phase in a non-equilibrium geometry, with properties calculated with ωB97M-V/def2-TZVPD.

Last column: Mulliken charge in e.
Atoms and positions in Å:
C 0.7655 0.6165 0.7447  0.165
C 0.4259 1.0579 -0.4179  -0.280
C -0.9425 -1.1039 -0.5240  0.186
N -0.5238 -1.4054 0.6001  -0.157
O 0.3120 -0.6199 1.2822  -0.125
Cl 0.5019 2.2124 -1.5808  -0.119
Cl -1.9426 -1.7500 -1.6372  -0.066
H 1.4036 0.9924 1.5330  0.395

Computed properties:
ΔE to the lowest compared entry with this formula, charge and spin: 120.8 kcal per mole
HOMO (spin up / spin down): -8.74 / -8.85 eV
HOMO-LUMO gap (spin up / spin down): 8.03 / 8.15 eV

4.
Below is 6 unconnected molecules or ions with the total composition H12O6 in a non-equilibrium geometry, with properties calculated with ωB97M-V/def2-TZVPD.

Last column: Mulliken charge in e.
Atoms and positions in Å:
O -1.8164 0.8048 1.7051  -0.615
H -1.1981 1.1820 1.0760  0.371
H -1.5641 -0.1102 1.8628  0.295
O -0.2624 -1.9483 -0.1974  -0.583
H -0.7100 -1.3232 -0.7773  0.323
H -0.5671 -2.8548 -0.2443  0.276
O -2.9686 2.4493 -0.1170  -0.684
H -3.3429 3.2446 0.2794  0.310
H -3.4189 1.7645 0.3952  0.327
O -0.5933 0.8237 -0.8612  -0.621
H -1.2523 1.5232 -0.7364  0.336
H -0.0062 1.0482 -1.5862  0.279
O 4.0723 -0.3808 -1.6412  -0.637
H 3.1448 -0.3271 -1.9007  0.299
H 3.9691 -1.0313 -0.9291  0.338
O 2.5012 -1.4153 1.3416  -0.627
H 1.6126 -1.0949 1.1335  0.299
H 2.4003 -2.3545 1.1970  0.313

Computed properties:
ΔE to the lowest compared entry with this formula, charge and spin: 28.4 kcal per mole
SMILES string: O.O.O.O.O.O
HOMO: -11.15 eV
HOMO-LUMO gap: 11.40 eV

5.
Below is 3 unconnected molecules or ions with the total composition C33H42F17N3O4 in a non-equilibrium geometry, with properties calculated with ωB97M-V/def2-TZVPD.

Last column: Mulliken spin population.
Atoms and positions in Å:
O -1.6729 2.0798 -0.1628  0.001
C -2.6889 1.5310 -0.5117  0.000
O -2.7281 0.4568 -1.3556  0.000
C -2.2222 0.7218 -2.6627  0.000
C -0.9069 0.0053 -2.8315  -0.001
C -0.6960 -1.2362 -2.3027  0.001
C 0.5098 -1.8249 -2.5314  -0.001
N 1.5048 -1.3183 -3.2313  0.002
C 1.2951 -0.1056 -3.7217  0.000
C 0.1146 0.5455 -3.5351  0.000
C -3.2009 0.1915 -3.7313  0.000
F -3.5230 -1.0830 -3.5115  0.000
F -2.5228 0.2301 -4.8972  0.000
C -4.4464 1.0806 -3.9966  0.000
F -3.9737 2.3271 -4.1585  0.000
F -4.9948 0.7267 -5.1628  0.000
C -5.5019 1.1305 -2.8429  0.000
F -5.4259 0.0780 -2.0291  0.000
F -5.1548 2.1881 -2.0776  0.000
C -6.9658 1.4169 -3.2850  0.000
F -7.6000 1.9771 -2.2603  0.000
F -6.8759 2.3870 -4.2136  0.000
C -7.8192 0.2474 -3.8960  0.000
F -9.0899 0.4169 -3.5192  0.000
F -7.8116 0.4279 -5.2222  0.000
C -7.3978 -1.2301 -3.6877  0.000
F -8.0859 -1.9072 -4.6240  0.000
F -6.1179 -1.4172 -4.0028  0.000
C -7.7002 -1.9626 -2.3180  0.000
F -6.5345 -2.3233 -1.7719  0.000
F -8.3577 -3.0958 -2.5660  0.000
C -8.5064 -1.2308 -1.2172  0.000
F -7.9608 -0.0718 -0.8802  0.000
F -8.4556 -2.0304 -0.1327  0.000
F -9.7773 -1.0988 -1.5373  0.000
H -3.6629 1.8761 -0.1477  0.000
H -2.0303 1.7823 -2.7965  0.000
H -1.4667 -1.7253 -1.7372  0.000
H 0.6668 -2.8128 -2.1167  0.001
H 2.0703 0.3611 -4.3082  0.000
H -0.0104 1.5280 -3.9709  0.000
C 5.2811 -2.6579 1.6305  0.015
C 4.5934 -3.2936 0.3885  0.015
C 5.2749 -4.6140 0.0146  0.022
C 6.6356 -4.4386 -0.6518  -0.018
C 6.5282 -3.4963 -1.8471  0.017
C 5.8926 -2.1539 -1.4857  0.025
N 4.6018 -2.3330 -0.7553  0.343
O 3.6818 -2.6616 -1.6046  0.588
C 6.8976 -1.3360 -0.6502  0.015
C 5.6684 -1.3345 -2.7531  -0.011
C 3.1650 -3.6055 0.8268  -0.006
H 6.1607 -3.2185 1.9510  0.000
H 5.5829 -1.6282 1.4572  -0.012
H 4.6004 -2.6112 2.4797  0.001
H 4.6275 -5.1716 -0.6704  0.002
H 5.3748 -5.2322 0.9091  0.001
H 7.3672 -4.0656 0.0713  -0.001
H 7.0102 -5.4102 -0.9806  0.002
H 7.5190 -3.3253 -2.2737  0.000
H 5.9371 -3.9845 -2.6286  0.004
H 6.4413 -0.4148 -0.2847  -0.008
H 7.7520 -1.0559 -1.2666  0.000
H 7.3013 -1.8809 0.2012  0.001
H 5.0587 -1.8621 -3.4849  0.001
H 6.6270 -1.1166 -3.2239  0.000
H 5.1821 -0.3849 -2.5228  0.000
H 2.6183 -2.6917 1.0656  -0.002
H 3.1925 -4.2281 1.7210  0.001
H 2.6069 -4.1533 0.0685  0.000
C 0.5194 4.2043 6.2059  0.015
C 1.4609 3.2824 5.3795  0.016
C 1.9625 4.0113 4.1285  0.026
C 0.9072 4.1563 3.0363  -0.020
C 0.2956 2.8001 2.6958  0.020
C -0.2511 2.0742 3.9238  0.009
N 0.7594 2.0126 5.0243  0.380
O 1.6338 1.0986 4.7493  0.559
C -1.5382 2.7838 4.3895  0.025
C -0.6977 0.6692 3.5307  -0.013
C 2.6609 3.0080 6.2821  -0.010
H 0.3275 5.1558 5.7075  0.000
H -0.4386 3.7370 6.4194  -0.010
H 0.9449 4.4311 7.1828  0.000
H 2.8153 3.4654 3.7116  0.003
H 2.3417 4.9948 4.4140  0.002
H 0.1323 4.8627 3.3499  0.000
H 1.3614 4.5896 2.1429  0.002
H -0.5010 2.9303 1.9624  0.004
H 1.0583 2.1822 2.2112  0.002
H -1.9018 2.3577 5.3261  -0.013
H -2.3233 2.6543 3.6443  0.001
H -1.4194 3.8574 4.5235  0.002
H 0.1029 0.0934 3.0697  0.001
H -1.5092 0.7327 2.8062  0.001
H -1.0624 0.1170 4.3988  -0.002
H 2.3647 2.4510 7.1724  -0.003
H 3.0917 3.9566 6.6026  0.001
H 3.4464 2.4515 5.7732  0.001

Computed properties:
HOMO (spin up / spin down): -8.27 / -9.10 eV
HOMO-LUMO gap (spin up / spin down): 8.81 / 9.52 eV
2S+1: 3

Q: Which DFT total energy values were calculated for the entries above? A: -8728.3463, -11718.5768, -31703.1669, -12479.8842, -93755.3168, in eV.